[1]
The following is a DFT calculation (ωB97M-V/def2-TZVPD) of C5H5N in the gas phase.

Results
* multiplicity: 1
* structure (SMILES): CC1=C[C@@H]1C#N
* frontier orbital gap: 10.88 eV

Positions of all 11 atoms, in Å:
C -0.69431 0.82684 0.18950
C 0.17597 -0.29671 0.09414
C 0.69558 -1.48994 0.02912
C 1.54720 -0.48613 -0.59273
C 2.95807 0.10878 0.13386
N 4.00582 0.42060 0.45475
H -0.88132 1.09560 -0.84747
H -0.08809 1.63261 0.52684
H -1.64773 0.74704 0.78928
H 0.46650 -2.50850 0.00868
H 1.66531 -0.51051 -1.70262

Forces on atoms 1 to 2 (eV/Å):
C -1.7628 0.4948 0.2848
C 2.6637 -1.7628 -0.9666


[2]
The following is a DFT calculation (ωB97M-V/def2-TZVPD) of a molecular structure, C21H15Cl2N6O4PdS2Se.

Results
* multiplicity: 1
* charge: -1
* frontier orbital gap: 5.91 eV

Positions of all 52 atoms, in Å:
Pd 0.93267 -1.35713 -2.50662
Cl -4.68942 0.11046 3.94481
C -3.75705 -0.25294 2.51072
C -2.37532 -0.25223 2.58781
C -1.63610 -0.52130 1.44597
C -2.27698 -0.81321 0.24833
C -3.66511 -0.82752 0.19865
C -4.41699 -0.53444 1.32622
C -1.47758 -1.15589 -0.98971
O -2.03932 -1.70719 -1.93573
O -0.24142 -0.82131 -0.90548
H -1.88528 -0.04518 3.52796
H -0.55416 -0.51151 1.47521
H -4.14182 -1.07819 -0.73994
H -5.49814 -0.53193 1.29572
Se 1.30219 3.38419 -2.67585
N -0.19127 3.60279 -3.62166
C -0.63148 2.38861 -3.88697
C -1.81293 2.06510 -4.62482
C -2.09844 0.75732 -4.80981
C -1.25189 -0.26641 -4.26241
N -0.17548 -0.01501 -3.58793
C 0.17591 1.30372 -3.38955
N 1.26170 1.62624 -2.73234
H -2.43501 2.86088 -5.01218
H -2.97599 0.44422 -5.35786
H -1.51034 -1.30848 -4.38135
N -0.33616 1.82087 4.94267
C 0.51743 1.47771 3.88200
C 0.38538 2.10140 2.64035
C 1.27847 1.82805 1.62175
C 2.31603 0.92638 1.82296
C 2.43720 0.28069 3.04301
C 1.54128 0.55318 4.06728
S 3.50905 0.65927 0.53282
O 3.67692 1.94504 -0.10024
O 4.65923 0.05779 1.18047
N 2.81075 -0.30366 -0.50360
C 2.84089 -1.62356 -0.41311
S 3.76643 -2.63534 0.68336
C 3.10214 -4.05722 -0.05558
C 2.27310 -3.72092 -1.05901
N 2.12152 -2.37236 -1.25347
H -1.22919 2.18677 4.64865
H -0.45431 1.08977 5.62738
H -0.41944 2.81049 2.48008
H 1.18368 2.31984 0.66317
H 3.25638 -0.40979 3.19334
H 1.65232 0.06244 5.02795
H 3.37305 -5.04605 0.27216
H 1.74199 -4.39631 -1.71114
Cl 2.06086 -2.09819 -4.37443

Forces on atoms 1 to 2 (eV/Å):
Pd -0.0312 0.0933 -0.0601
Cl -0.0039 0.0006 0.0091


[3]
The following is a DFT calculation (ωB97M-V/def2-TZVPD) of 5 unconnected molecules or ions with the total composition H10O5.

Results
* multiplicity: 1
* structure (SMILES): O.O.O.O.O
* frontier orbital gap: 10.91 eV

Positions of all 15 atoms, in Å:
O 0.22623 1.01254 -2.33307
H -0.24708 1.17367 -3.04365
H 0.79779 1.72124 -2.43886
O -1.98063 -2.08895 -0.21806
H -1.38343 -1.42844 0.05501
H -2.53084 -1.90085 0.57847
O -0.00895 -0.24164 0.39870
H 0.36174 -0.06070 -0.46442
H 0.73989 -0.45531 0.94971
O 2.72637 -0.79871 1.00233
H 3.21771 -1.51887 1.50032
H 2.94002 -1.15065 0.15160
O -1.65387 1.93799 1.61018
H -2.14189 2.51369 0.95991
H -1.06307 1.28501 1.29182

Forces on atoms 1 to 2 (eV/Å):
O 2.1858 -2.4278 4.9634
H -4.5402 0.2785 -5.4621


[4]
The following is a DFT calculation (ωB97M-V/def2-TZVPD) of a molecular structure, C23H20F6NO5PPd.

Results
* multiplicity: 5
* charge: +2
* frontier orbital gap (spin up / spin down): 8.06 / 5.70 eV

Positions of all 57 atoms, in Å:
Pd 0.37995 0.11552 0.11225
C -2.04680 -5.86673 -4.07284
C -0.55365 -5.56066 -4.13470
C 0.07644 -5.71101 -5.50513
C -0.49345 -4.68839 -6.47623
C -0.41389 -3.30691 -5.90029
C -0.43623 -2.19404 -6.70981
C -0.34314 -0.92954 -6.14421
F -0.36540 0.11989 -6.92974
C -0.21113 -0.71431 -4.76267
C -0.18535 -1.79828 -3.93233
C -0.05001 -1.61011 -2.47030
O 0.11648 -0.47269 -2.02385
C -0.14128 -2.80683 -1.65150
C -0.27839 -3.99721 -2.28150
N -0.33730 -4.15780 -3.64151
C -0.30640 -3.10686 -4.48331
C -0.12387 -2.88042 -0.12773
O -0.45517 -3.92433 0.37575
O 0.24418 -1.82583 0.53177
H -2.21629 -6.87767 -4.44172
H -2.62880 -5.17323 -4.68092
H -2.41693 -5.81570 -3.04901
H -0.02389 -6.18816 -3.41926
H -0.10563 -6.72531 -5.85670
H 1.15854 -5.58757 -5.42300
H -1.53999 -4.90850 -6.70825
H 0.03813 -4.70958 -7.42716
H -0.51524 -2.28927 -7.78522
H -0.13646 0.28961 -4.36618
H -0.35678 -4.89543 -1.68186
C -0.28478 1.52494 3.27028
P -1.52839 1.93693 2.05895
C -1.54095 3.70733 1.86328
C -3.10681 1.44581 2.71206
O -1.28271 1.23619 0.71462
H -0.58674 1.86016 4.26300
H 0.66677 1.99466 3.01703
H -0.16255 0.44052 3.30093
H -1.66135 4.20954 2.82357
H -2.37024 3.98052 1.20999
H -0.60676 4.02779 1.40162
H -3.30819 1.97603 3.64386
H -3.10646 0.37191 2.89850
H -3.88591 1.68349 1.98767
F 3.88953 5.96116 -2.01965
C 3.46434 4.86050 -1.47105
C 4.31652 4.13324 -0.62507
F 5.53154 4.58201 -0.40245
C 3.85978 2.97988 -0.05806
F 4.62356 2.27424 0.73661
C 2.51191 2.49328 -0.30267
O 2.12688 1.43907 0.24455
C 1.68192 3.28279 -1.18062
F 0.45228 2.85772 -1.42194
C 2.14486 4.42661 -1.74627
F 1.39722 5.15109 -2.55232

Forces on atoms 1 to 2 (eV/Å):
Pd -0.0039 -0.3994 -0.0947
C 0.0141 -0.0007 -0.0158


[5]
The following is a DFT calculation (ωB97M-V/def2-TZVPD) of 2 unconnected molecules or ions with the total composition C4H7N3.

Results
* multiplicity: 1
* frontier orbital gap: 10.45 eV

Positions of all 14 atoms, in Å:
C -1.92909 0.72548 -0.06630
C -0.84608 -0.32776 0.11579
N 0.21807 -0.15952 -0.85753
C 1.49632 -0.36968 -0.44419
N 2.52248 -0.94402 -0.94221
C 1.39880 0.17491 0.95633
N 1.86431 0.50197 1.97498
H -2.43758 0.69682 -1.04650
H -1.54854 1.74917 0.05530
H -2.70216 0.54430 0.68867
H -1.20140 -1.36829 0.07817
H -0.21230 -0.22630 1.63887
H 0.05973 -0.11853 -1.85220
H 3.31743 -0.87855 -0.29917

Forces on atoms 1 to 2 (eV/Å):
C -0.3423 -0.1045 0.4155
C 0.2002 0.2854 1.8951


[6]
The following is a DFT calculation (ωB97M-V/def2-TZVPD) of a molecular structure, C23H48CoNOP3S.

Results
* multiplicity: 5
* charge: +3
* frontier orbital gap (spin up / spin down): 8.23 / 4.59 eV

Positions of all 78 atoms, in Å:
Co 0.68021 0.69956 -1.13624
P -0.28961 2.15223 0.24170
P -3.00751 -0.66057 -1.12657
P 2.49586 1.53766 -0.89310
H 1.67299 -1.09293 -6.23703
C 2.51716 -0.88661 -5.54532
C 2.65919 -1.71977 -4.46859
H 1.98108 -2.58673 -4.35706
C -0.75685 3.82775 -0.34050
C -1.65102 1.52046 1.29696
C 0.70664 2.56577 1.73105
C -3.84209 -1.64415 -2.36680
C -3.18164 -1.42634 0.51125
C -3.44847 1.12785 -1.32237
C 3.45914 0.71326 -2.16179
C 3.19795 1.04940 0.69890
C 2.92084 3.28875 -0.93639
H 3.29441 -0.14886 -5.90368
H 3.50891 -1.68277 -3.75476
H -1.10131 4.42185 0.51985
H -1.54635 3.75010 -1.10096
H 0.11160 4.31614 -0.80531
H -2.00804 2.34155 1.93611
H -1.28268 0.66337 1.87981
H -2.50751 1.16104 0.73434
H 0.02778 2.97447 2.49245
H 1.51998 3.25947 1.49961
H 1.10012 1.64382 2.17032
H -4.88066 -1.65770 -2.03812
H -3.39963 -2.64324 -2.36978
H -3.78810 -1.17208 -3.35040
H -3.99237 -0.88997 1.01973
H -2.26652 -1.47713 1.13512
H -3.49172 -2.46429 0.33970
H -4.51303 1.10626 -1.60313
H -2.84366 1.68301 -2.06702
H -3.39108 1.70436 -0.37942
H 4.45221 1.16724 -2.19837
H 2.92463 0.81206 -3.11438
H 3.50919 -0.35957 -1.95431
H 4.04641 0.38692 0.49615
H 2.47742 0.50113 1.32844
H 3.54363 1.96571 1.19544
H 3.95531 3.37153 -1.26256
H 2.89235 3.73704 0.05360
H 2.29550 3.89894 -1.58391
C -0.22851 -1.18559 -3.03535
C -0.49552 0.17940 -3.23537
C -1.20289 0.56745 -4.38007
C -1.51586 -0.42907 -5.31545
C -1.40662 -1.80360 -5.01085
C -0.83624 -2.18445 -3.80782
S 0.18853 -1.65359 -1.43791
H -1.63387 -1.08287 -1.34966
H -0.00814 0.98122 -2.54899
H -1.58408 1.58907 -4.52194
H -1.91826 -0.11350 -6.28886
H -1.64681 -2.53222 -5.78287
H -0.73948 -3.20986 -3.46953
O 0.34981 -0.77303 2.12261
C 0.33906 -1.40777 3.18575
C 1.60970 -1.90077 3.84093
C 1.88672 -1.06259 5.08718
C 1.11084 -1.52026 6.30540
C -0.37856 -1.26573 6.16596
C -1.06058 -2.14981 5.12308
N -0.85106 -1.77131 3.74027
H 1.38819 -2.94826 4.10015
H 2.43125 -1.81554 3.09963
H 2.94844 -1.18326 5.29145
H 1.68820 0.00516 4.90439
H 1.30002 -2.58496 6.47434
H 1.47363 -0.99914 7.19767
H -0.85816 -1.50920 7.11237
H -0.56571 -0.22005 5.91450
H -0.72616 -3.19444 5.18452
H -2.14527 -2.08471 5.27743
H -1.67329 -1.57271 3.15435

Forces on atoms 1 to 2 (eV/Å):
Co -3.0695 -2.9669 0.9480
P -1.2518 1.4050 2.8395


[7]
The following is a DFT calculation (ωB97M-V/def2-TZVPD) of C5H12N2O in the gas phase.

Results
* multiplicity: 1
* structure (SMILES): CN[C@H](CN)CC=O
* frontier orbital gap: 9.63 eV

Positions of all 20 atoms, in Å:
C -0.21268 2.15402 0.91954
N 0.67120 1.29173 0.15902
C 0.36574 -0.12774 -0.00500
C -0.11724 -0.38987 -1.44275
N 0.89816 -0.40785 -2.47136
C -0.67527 -0.66850 0.98494
C -0.59746 -2.15887 1.16150
O -0.62415 -2.69085 2.23898
H -1.20946 2.13819 0.48424
H -0.26354 1.93118 1.98482
H 0.14135 3.18411 0.81688
H 1.64248 1.44576 0.36799
H 1.30627 -0.67053 0.11152
H -0.70516 -1.31100 -1.50156
H -0.80366 0.42668 -1.71163
H 1.39529 0.47189 -2.49126
H 1.55909 -1.17468 -2.41020
H -0.60519 -0.26461 1.98994
H -1.67884 -0.43165 0.59194
H -0.48692 -2.74740 0.22247

Forces on atoms 1 to 2 (eV/Å):
C 0.2841 0.2677 -0.3585
N 0.2497 0.0190 -0.2024


So what do the calculations give for ΔE to the lowest compared entry with this formula, charge and spin? Going down the list: 3.469; 0.100; 1.723; 0.210; 3.709; 1.219; 1.999 eV.
So what do the calculations give for maximum force? Going down the list: 0.1000; 0.0042; 0.1382; 0.0083; 0.0946; 0.0962; 0.0103 Eh/bohr.
So what do the calculations give for E? Going down the list: -248.14757; -5684.99604; -382.16087; -2387.23722; -320.74701; -3839.09285; -382.42905 Ha.